Record 1
Computed, not measured: C21H36CrP2S as an isolated structure in a non-equilibrium geometry, with wB97M-V/def2-TZVPD.

Computed properties:
LUMO level (spin up / spin down), eV: -1.10 / -1.12
Relative energy (zero: lowest compared OMol25 entry of this formula, charge and spin), kJ/mol: 777.3
Spin multiplicity: 5

Last column: Löwdin charge in e.
Cartesian coordinates (Å):
P (2.713, 1.367, -1.082)  0.893
P (2.332, -2.261, 0.357)  0.924
C (3.761, 0.228, -0.086)  -0.300
C (3.585, -1.235, -0.505)  -0.348
H (3.612, 0.367, 1.001)  0.075
H (4.801, 0.522, -0.294)  0.088
H (3.361, -1.356, -1.573)  0.051
H (4.538, -1.768, -0.345)  0.086
C (3.432, -2.935, 1.678)  -0.202
H (2.889, -3.619, 2.350)  0.063
H (3.836, -2.099, 2.271)  0.060
H (4.257, -3.468, 1.178)  0.046
C (1.976, -3.712, -0.653)  -0.203
H (2.810, -4.421, -0.524)  0.050
H (1.906, -3.423, -1.712)  0.048
H (1.038, -4.187, -0.330)  0.061
C (3.481, 2.992, -0.893)  -0.192
H (2.796, 3.710, -1.361)  0.059
H (4.449, 3.022, -1.414)  0.054
H (3.635, 3.260, 0.162)  0.063
C (2.908, 0.917, -2.812)  -0.200
H (2.838, -0.167, -2.982)  0.038
H (3.908, 1.268, -3.122)  0.057
H (2.141, 1.448, -3.394)  0.061
Cr (-1.969, -0.388, -2.446)  0.510
C (0.921, -1.681, 1.430)  -0.459
C (1.174, -1.055, 2.714)  -0.247
C (1.506, 0.341, 2.907)  -0.254
C (0.467, 1.429, 2.376)  -0.247
C (0.856, 2.045, 1.123)  -0.220
C (1.127, 1.414, -0.130)  -0.473
C (0.370, 0.042, -0.538)  -0.210
C (-0.125, -0.937, 0.508)  -0.235
C (-2.901, 1.451, -2.840)  -0.253
H (0.442, -2.662, 1.644)  0.120
H (1.050, -1.694, 3.602)  0.068
H (2.487, 0.605, 2.450)  0.067
H (1.588, 0.484, 4.004)  0.100
H (-0.542, 0.982, 2.344)  0.091
H (0.434, 2.247, 3.122)  0.100
H (0.806, 3.138, 1.084)  0.066
H (0.700, 2.167, -0.849)  0.096
H (1.015, -0.501, -1.261)  0.060
H (-0.506, 0.414, -1.184)  0.053
H (-0.927, -0.475, 1.088)  0.075
H (-0.671, -1.719, -0.046)  0.076
H (-3.508, 1.314, -3.766)  -0.017
H (-2.046, 2.130, -3.043)  -0.025
H (-3.539, 1.846, -2.023)  -0.023
S (-3.362, -0.523, -0.461)  0.608
C (-4.957, 0.052, -0.161)  -0.691
C (-6.062, -0.590, -0.783)  -0.133
C (-7.373, -0.265, -0.455)  -0.109
C (-7.654, 0.750, 0.473)  -0.104
C (-6.579, 1.437, 1.073)  -0.100
C (-5.258, 1.092, 0.771)  -0.109
H (-5.844, -1.376, -1.507)  0.090
H (-8.203, -0.811, -0.925)  0.101
H (-8.689, 0.995, 0.726)  0.095
H (-6.791, 2.247, 1.780)  0.100
H (-4.437, 1.602, 1.280)  0.101

Forces on atoms 1 to 6 (eV/Å):
2.1 -0.9 2.6
1.8 -0.4 1.3
0.9 0.1 -0.7
0.5 -0.7 -0.6
-0.3 0.3 -0.6
-0.1 -0.2 0.2

***

Record 2
Computed, not measured: the molecule C21H27NO9, with wB97M-V/def2-TZVPD.

Computed properties:
SMILES: CC(=O)OC[C@H](OC(C)=O)[C@@H](OC(C)=O)[C@@H](OC(C)=O)C(=O)Nc1ccc(C)cc1C
LUMO level, eV: 0.65
Relative energy (zero: lowest compared OMol25 entry of this formula, charge and spin), kJ/mol: 0.0

Last column: Löwdin charge in e.
Cartesian coordinates (Å):
C (1.445, -3.618, -2.324)  0.036
C (0.834, -3.747, -0.963)  -0.521
O (1.411, -3.975, 0.063)  0.131
O (-0.503, -3.556, -1.025)  -0.002
C (-1.208, -3.567, 0.201)  -0.078
C (-0.886, -2.348, 1.086)  -0.189
O (-1.941, -2.217, 2.030)  0.042
C (-1.639, -2.271, 3.338)  -0.509
C (-2.860, -2.007, 4.171)  0.040
O (-0.538, -2.489, 3.766)  0.109
C (-0.758, -1.064, 0.241)  -0.168
O (-1.782, -1.026, -0.744)  0.053
C (-1.415, -0.885, -2.026)  -0.520
C (-2.623, -0.812, -2.913)  0.045
O (-0.273, -0.805, -2.394)  0.099
C (-0.926, 0.209, 1.091)  -0.107
O (-0.196, 0.190, 2.318)  0.063
C (1.112, -0.089, 2.366)  -0.503
C (1.582, -0.187, 3.782)  0.043
O (1.807, -0.246, 1.391)  0.106
C (-0.688, 1.484, 0.236)  -0.404
O (-1.607, 2.255, 0.052)  0.088
N (0.557, 1.609, -0.247)  0.167
C (1.080, 2.746, -0.914)  -0.172
C (2.244, 3.299, -0.393)  -0.008
C (2.819, 4.411, -0.974)  -0.048
C (2.240, 4.992, -2.095)  -0.279
C (2.830, 6.220, -2.718)  -0.054
C (1.097, 4.410, -2.623)  -0.003
C (0.503, 3.285, -2.065)  -0.184
C (-0.685, 2.658, -2.720)  -0.028
H (2.510, -3.817, -2.270)  0.091
H (0.963, -4.308, -3.012)  0.093
H (1.269, -2.605, -2.684)  0.075
H (-0.978, -4.481, 0.759)  0.146
H (-2.267, -3.541, -0.064)  0.143
H (0.058, -2.513, 1.622)  0.150
H (-2.890, -0.942, 4.398)  0.097
H (-3.756, -2.275, 3.622)  0.088
H (-2.794, -2.557, 5.105)  0.091
H (0.216, -1.077, -0.264)  0.148
H (-3.077, 0.170, -2.790)  0.096
H (-3.348, -1.563, -2.616)  0.090
H (-2.329, -0.947, -3.949)  0.093
H (-1.974, 0.257, 1.412)  0.171
H (1.216, -1.130, 4.188)  0.078
H (2.666, -0.173, 3.813)  0.094
H (1.162, 0.622, 4.373)  0.096
H (1.258, 0.948, 0.082)  0.116
H (2.695, 2.847, 0.479)  0.114
H (3.721, 4.830, -0.553)  0.109
H (2.690, 6.213, -3.797)  0.076
H (2.339, 7.110, -2.322)  0.084
H (3.892, 6.295, -2.500)  0.074
H (0.654, 4.840, -3.511)  0.117
H (-1.559, 2.748, -2.076)  0.072
H (-0.497, 1.599, -2.889)  0.069
H (-0.895, 3.137, -3.673)  0.080

Forces on atoms 1 to 6 (eV/Å):
0.1 0.0 0.1
0.1 -0.1 -0.2
0.0 0.0 0.2
0.0 0.1 -0.3
-0.2 0.0 0.7
0.7 0.1 -0.5

***

Record 3
Computed, not measured: C20H50F3N4O6Sr as an isolated structure in a non-equilibrium geometry, with wB97M-V/def2-TZVPD.

Computed properties:
LUMO level (spin up / spin down), eV: -4.58 / -8.98
Charge: +2
Spin multiplicity: 2

Last column: Löwdin charge in e.
Cartesian coordinates (Å):
Sr (-0.730, 0.402, 0.362)  1.480
C (3.173, 0.110, 0.576)  -0.271
O (3.322, 0.204, -0.848)  -0.080
O (1.833, -0.201, 0.862)  0.034
C (4.344, -0.701, 1.229)  -0.576
F (4.412, -1.981, 0.790)  0.159
F (5.539, -0.150, 1.109)  0.186
F (4.245, -0.753, 2.537)  0.186
C (4.554, 0.752, -1.441)  -0.214
C (4.564, 0.780, -2.930)  -0.058
H (5.337, 0.095, -3.281)  0.086
H (3.671, 0.375, -3.405)  0.071
H (4.815, 1.716, -3.429)  0.089
H (5.431, 0.175, -1.149)  0.115
H (4.762, 1.739, -1.027)  0.127
H (3.352, 1.089, 1.021)  0.194
C (-4.636, -1.050, 2.339)  -0.045
C (-3.196, -0.641, 2.159)  -0.407
C (-2.100, -1.656, 2.650)  -0.118
O (-0.802, -0.998, 2.694)  -0.327
C (0.252, -1.698, 3.408)  -0.046
N (-3.073, -0.413, 0.706)  -0.073
H (-5.018, -1.982, 1.923)  0.102
H (-5.346, -0.265, 2.078)  0.098
H (-4.640, -1.159, 3.423)  0.093
H (-3.065, 0.303, 2.688)  0.120
H (-2.094, -2.549, 2.026)  0.129
H (-2.379, -1.916, 3.671)  0.137
H (1.146, -1.120, 3.643)  0.091
H (0.633, -2.472, 2.742)  0.081
H (-0.170, -2.213, 4.270)  0.104
H (-3.327, -1.356, 0.447)  0.081
H (-3.938, -0.038, 0.342)  0.084
C (-1.231, -4.069, -1.121)  -0.024
C (-0.012, -3.520, -0.403)  -0.429
C (1.401, -3.986, -0.840)  -0.187
O (1.515, -3.777, -2.223)  -0.153
C (2.835, -3.728, -2.721)  -0.082
N (-0.049, -2.101, -0.539)  -0.001
H (-1.471, -3.440, -1.978)  0.073
H (-2.101, -4.018, -0.466)  0.077
H (-1.232, -5.035, -1.627)  0.098
H (-0.131, -3.754, 0.655)  0.131
H (1.493, -5.043, -0.594)  0.139
H (2.142, -3.545, -0.173)  0.120
H (3.678, -3.813, -2.035)  0.093
H (3.085, -2.731, -3.082)  0.074
H (2.929, -4.423, -3.556)  0.100
H (0.936, -2.042, -0.326)  0.051
H (-0.059, -2.114, -1.549)  0.058
C (-0.115, 0.419, -4.222)  -0.049
C (0.042, 0.620, -2.790)  -0.449
C (0.346, 2.066, -2.354)  -0.141
O (0.330, 2.193, -0.934)  -0.387
C (0.947, 3.317, -0.286)  -0.039
N (-1.181, 0.156, -2.088)  -0.054
H (0.821, 0.747, -4.675)  0.106
H (-0.932, 1.016, -4.628)  0.101
H (-0.476, -0.583, -4.449)  0.105
H (0.884, -0.030, -2.550)  0.135
H (-0.376, 2.788, -2.734)  0.144
H (1.332, 2.216, -2.794)  0.139
H (1.995, 3.137, -0.526)  0.095
H (0.867, 3.266, 0.800)  0.094
H (0.599, 4.246, -0.739)  0.112
H (-1.871, 0.660, -2.627)  0.093
H (-1.413, -0.755, -2.457)  0.075
C (-3.365, 4.620, 0.878)  -0.046
C (-2.212, 3.626, 0.998)  -0.380
C (-2.102, 3.102, 2.459)  -0.196
O (-1.049, 2.219, 2.405)  -0.267
C (-0.689, 1.710, 3.661)  -0.084
N (-2.407, 2.525, 0.017)  -0.002
H (-3.272, 5.000, -0.139)  0.084
H (-3.237, 5.528, 1.467)  0.092
H (-4.391, 4.255, 0.937)  0.092
H (-1.263, 4.118, 0.785)  0.122
H (-3.023, 2.622, 2.789)  0.137
H (-1.965, 4.047, 2.984)  0.146
H (-0.373, 2.518, 4.321)  0.109
H (0.138, 1.012, 3.541)  0.081
H (-1.496, 1.245, 4.227)  0.104
H (-2.292, 2.765, -0.958)  0.079
H (-3.396, 2.325, 0.073)  0.078

Forces on atoms 1 to 6 (eV/Å):
0.2 0.0 1.0
-0.6 0.0 -2.5
0.0 -0.2 0.6
3.1 0.4 0.2
0.5 -1.9 0.9
-0.4 0.8 -0.4

***

Record 4
Computed, not measured: a 2-piece molecular cluster, H6Si2 overall in a non-equilibrium geometry, with wB97M-V/def2-TZVPD.

Computed properties:
LUMO level, eV: 0.19
Relative energy (zero: lowest compared OMol25 entry of this formula, charge and spin), kJ/mol: 5.0

Last column: Löwdin charge in e.
Cartesian coordinates (Å):
Si (0.635, -0.110, -0.859)  0.354
Si (-0.811, 0.167, 0.905)  0.368
H (1.066, 1.138, -1.482)  -0.163
H (0.166, -1.013, -1.909)  -0.161
H (2.492, -0.937, -0.569)  -0.020
H (-1.446, 1.493, 0.834)  -0.124
H (-0.189, 0.065, 2.224)  -0.129
H (-1.912, -0.803, 0.857)  -0.126

Forces on atoms 1 to 6 (eV/Å):
3.6 -1.5 0.0
-0.4 0.1 0.4
-0.1 0.4 -0.1
-0.3 -0.1 -0.1
-3.0 1.3 -0.1
0.1 0.2 -0.2

***

Record 5
Computed, not measured: a 2-piece molecular cluster, C3H9NO3 overall in a non-equilibrium geometry, with wB97M-V/def2-TZVPD.

Computed properties:
SMILES: CC(=O)NCO.O
LUMO level, eV: 0.54
Relative energy (zero: lowest compared OMol25 entry of this formula, charge and spin), kJ/mol: 93.5

Last column: Löwdin charge in e.
Cartesian coordinates (Å):
C (-0.395, -0.947, -1.098)  0.008
C (-1.595, -0.152, -0.709)  -0.505
O (-2.723, -0.206, -1.143)  0.062
N (-1.323, 0.815, 0.270)  0.063
C (-0.001, 1.199, 0.680)  -0.258
O (0.762, 1.856, -0.334)  -0.049
H (0.137, -1.375, -0.250)  0.064
H (0.300, -0.296, -1.582)  0.086
H (-0.684, -1.773, -1.674)  0.071
H (-2.068, 1.490, 0.351)  0.132
H (0.570, 0.312, 0.783)  0.070
H (-0.092, 1.755, 1.612)  0.130
H (0.457, 2.760, -0.478)  0.086
O (2.099, -1.468, 1.331)  -0.055
H (2.941, -1.668, 0.895)  0.053
H (1.616, -2.302, 1.346)  0.041

Forces on atoms 1 to 6 (eV/Å):
-0.1 -0.3 0.9
0.0 1.6 1.3
0.1 -0.7 -0.5
0.0 -0.2 -0.4
-0.4 0.1 -0.9
-0.1 0.6 0.1